Entry 1:
120
Properties=species:S:1:pos:R:3:forces:R:3 method="wB97M-V/def2-TZVPD" multiplicity=2 charge=-1 homo_lumo_gap_ha="0.0717 / 0.3390" e_homo_ev="-0.532 / -7.880" de_lowest_kcal_mol=316.7
H 1.7176 -2.1665 2.2873 -1.17 1.83 -0.92
H 2.4912 -2.7537 1.4582 -0.68 1.87 -2.03
O 1.9362 -1.8433 1.3497 1.72 -3.94 3.25
H -3.4832 0.1600 -5.9175 0.37 0.00 -0.47
H -3.0169 0.6952 -4.6139 4.11 1.54 2.03
O -3.7410 0.3986 -5.0363 -4.93 -1.77 -1.60
H 4.0597 0.8330 -0.6329 -0.36 0.58 0.47
H 3.9974 0.6725 0.9886 -0.41 1.00 0.03
O 4.2545 0.3116 0.1482 0.74 -1.29 -0.43
H 3.0089 0.7343 3.9181 0.00 -1.07 0.04
H 4.0797 1.0460 4.8337 -0.29 -1.84 -0.31
O 3.6643 0.2142 4.4359 0.21 2.78 0.14
H 4.2540 4.2194 1.1025 1.01 0.76 -1.88
H 5.4162 4.3139 0.0960 6.77 -3.08 -1.20
O 4.6394 4.6390 0.2691 -7.79 2.31 3.06
H -3.6390 -1.1828 -3.6456 0.00 0.58 -1.15
O -3.4554 -1.2063 -2.7178 0.63 0.51 0.47
H 0.7933 -4.6747 3.1907 -0.64 0.92 -1.09
O 0.4529 -3.7692 3.0177 0.53 0.04 0.82
H -6.1374 -0.6110 -0.2811 0.71 -2.35 1.17
H -5.2168 0.0477 -1.5171 -1.47 -0.91 1.79
O -6.0190 0.0533 -0.9038 0.56 2.45 -3.60
H -1.6358 -5.0857 0.4688 -0.34 1.13 0.70
H -1.5374 -3.5064 0.9232 -1.35 -1.92 -0.35
O -2.1193 -4.3637 0.9462 1.98 0.68 -0.03
H 3.5010 -4.4845 0.3711 0.39 0.46 2.36
H 3.9809 -4.1696 1.9764 1.58 0.92 -0.25
O 3.3703 -4.5271 1.3640 -2.78 -2.27 -1.39
H -0.9225 2.8493 -0.5530 -1.84 1.09 -2.03
H -1.4046 2.0637 0.8173 0.17 0.80 -1.17
O -0.7050 2.3647 0.1970 2.34 -2.17 3.39
H 1.7281 -2.6583 -1.7547 1.42 -2.12 -1.91
O 1.2890 -2.0479 -1.2498 0.24 3.60 3.69
H 0.4633 -2.5133 -3.4586 -1.01 0.56 -0.88
H 0.2268 -1.2626 -4.3222 -0.51 -1.02 0.30
O -0.1983 -2.1387 -4.0979 1.47 0.56 0.58
H -2.2923 4.1232 -1.9284 -0.75 -1.76 -0.22
H -3.0009 2.6282 -2.2948 0.76 1.18 0.28
O -2.2031 3.1178 -1.9498 -0.31 0.73 -0.10
H 1.2188 0.3685 -3.0181 0.07 1.77 -2.98
H 0.9632 1.1928 -4.5104 -0.13 -0.14 1.11
O 1.4694 0.5215 -4.0312 0.44 -1.51 1.35
H 3.3896 -1.5059 -4.1574 0.75 1.97 0.86
H 3.7329 -2.9695 -4.1338 10.44 -12.63 6.91
O 3.3029 -2.3800 -4.4121 -11.55 10.05 -7.96
H -1.7229 1.3492 5.9628 5.64 -2.26 2.47
H -2.3140 1.7013 4.7719 -1.17 0.05 1.57
O -2.5236 1.6374 5.7634 -4.26 3.42 -3.93
H -4.1630 0.1698 2.3335 -2.16 -2.28 -0.21
H -5.6284 -0.1867 2.5356 -3.88 1.89 2.07
O -4.8986 -0.5564 2.1831 6.23 -0.22 -1.34
H -1.2453 -1.2084 -0.6117 0.16 -0.61 1.91
O -0.8793 -1.6310 0.2332 -7.24 5.99 2.46
H -2.7614 -0.3247 4.4925 -0.33 4.87 -7.72
H -1.8435 -0.6736 5.5280 -0.45 -0.36 -0.13
O -2.7459 -0.7876 5.1987 0.66 -5.66 7.69
H -2.2477 4.8947 1.7391 5.03 0.01 1.60
O -1.1412 4.8931 2.0884 -4.70 0.52 -2.07
H 4.0360 0.2252 -3.9888 1.40 -0.73 0.22
H 5.0821 -0.9377 -3.5272 -0.28 0.00 0.49
O 4.9433 -0.1848 -4.0960 -0.97 1.41 -0.49
H -2.8668 -3.5212 -0.3345 -0.36 0.53 0.61
H -3.2815 -2.0145 -0.4734 -1.84 4.03 3.03
O -3.0122 -2.7454 -0.8837 1.48 -4.87 -3.88
H -0.8691 1.8231 2.8540 1.16 1.49 -0.61
H -0.8348 0.2834 2.3911 1.41 -1.76 -2.55
O -1.0966 0.9276 2.9737 -2.75 0.06 3.28
H 1.1049 5.4263 0.7969 -2.64 1.91 2.04
H 1.0032 4.7836 -0.8785 0.42 1.48 3.35
O 1.4053 4.9806 0.0707 1.75 -3.20 -4.41
H 5.3743 -2.2517 0.9126 1.31 -0.41 -0.37
H 4.1320 -1.6593 1.2455 -0.27 -1.71 -1.28
O 4.4667 -2.4988 0.7840 0.02 3.00 0.79
H -0.5290 1.1338 -5.9603 -1.71 -0.36 1.65
H -1.3494 2.3034 -5.5820 -0.57 -1.48 0.95
O -1.2785 1.3352 -5.2853 2.61 2.08 -2.90
H 1.0639 -5.0596 -3.4001 1.60 1.12 -1.44
H 2.0345 -4.1781 -4.4196 -0.94 1.20 -0.98
O 1.9733 -4.8535 -3.7727 -0.78 -2.19 1.93
H 1.9170 -5.5125 -1.3458 1.09 3.37 0.19
H 2.6551 -4.0744 -1.6444 2.48 0.40 -2.61
O 2.0476 -4.5022 -1.1242 -3.02 -4.70 2.70
H -0.4809 3.0154 -4.0648 -0.08 -2.73 0.25
H -0.7346 4.1883 -3.2817 -0.38 0.63 1.12
O -0.4150 3.9309 -4.1275 0.65 2.05 -1.47
H 4.2436 -3.2530 4.3660 0.83 1.23 -1.35
H 4.3419 -1.7851 3.9271 -0.29 0.99 0.24
O 4.6418 -2.6493 3.6635 -0.64 -2.15 1.35
H -3.7525 3.3935 1.4915 -1.54 -0.82 0.48
O -3.0689 3.4529 0.8583 1.84 1.96 0.64
H 0.7136 1.3386 -0.6785 -0.36 -0.64 -1.22
H 1.0465 -0.1405 -1.2257 -0.38 1.60 -0.29
O 0.9131 0.8236 -1.5115 0.44 -1.40 1.96
H -0.2753 -2.0865 -0.1415 7.40 -5.19 -3.76
H -2.7062 -1.8146 -2.6134 -0.33 0.10 0.16
H -0.8375 4.3958 1.3102 0.18 -0.06 0.26
H -0.0063 -3.6226 2.1770 0.44 -0.91 0.38
H 1.9088 -1.8713 -0.4177 -1.87 -0.70 -1.97
H -3.1659 2.8620 0.1436 -0.91 -0.94 -1.23
O -5.0540 1.7070 0.7662 -4.31 1.66 2.24
H -6.0511 1.4300 1.1501 4.47 0.74 -2.03
H -4.5220 0.9359 0.6792 -0.20 -1.33 -0.18
O -0.5116 3.2780 4.1469 1.76 -1.02 -5.96
H 0.3042 3.7232 4.2023 1.20 0.89 0.14
H -0.9028 3.2703 4.9204 -3.00 0.10 6.24
O -2.5694 -3.4416 4.1059 0.19 -2.89 -4.15
H -2.2644 -4.3234 4.4030 -0.05 0.71 0.69
H -2.5904 -3.7996 3.0793 -0.21 1.94 3.32
O -5.4355 -2.8797 -3.0605 -11.88 -1.62 1.68
H -5.5025 -1.9847 -2.9564 -0.37 3.42 0.66
H -4.6484 -3.0261 -3.2360 11.61 -2.30 -2.25
O 3.0162 3.3227 4.3913 -0.43 -3.42 -3.11
H 2.6189 4.0950 4.6919 -1.14 2.18 0.76
H 2.4308 2.9671 3.5995 1.63 1.10 2.08
O 2.5314 4.9624 -2.0866 -1.43 1.73 -5.15
H 2.5959 4.0620 -1.9902 0.81 -2.74 1.32
H 2.7224 5.5551 -1.4244 1.04 0.77 2.92
O 1.7126 1.9072 1.8414 0.35 -0.95 -2.24
H 1.1758 2.5118 1.2950 -0.31 0.61 0.61
H 1.8980 1.2954 1.0552 0.10 0.45 1.89

=====

Entry 2:
120
Properties=species:S:1:pos:R:3:forces:R:3 method="wB97M-V/def2-TZVPD" multiplicity=2 charge=-1 homo_lumo_gap_ha="0.0752 / 0.3525" e_homo_ev="-0.261 / -7.857" de_lowest_kcal_mol=292.1
H -1.7685 -5.5441 1.8347 6.14 -3.61 2.01
H -3.1022 -4.7984 2.5454 2.39 -1.04 -1.36
O -2.5005 -5.0959 1.7814 -8.47 5.05 -0.36
H 1.9920 -3.7740 1.1303 -0.29 -2.42 -0.21
H 3.6272 -3.2156 1.1462 -1.52 -1.04 0.06
O 2.6530 -3.1428 1.2531 1.61 4.08 -0.85
H -1.1085 3.8139 3.4092 0.54 0.11 0.18
H -1.7405 4.7090 4.3317 -2.99 1.33 1.21
O -0.8931 4.4553 4.1181 2.14 -1.73 -1.49
H 2.3877 3.2665 -2.9404 1.08 -0.34 -1.02
H 3.6048 2.8699 -2.2238 -0.32 0.05 -3.01
O 3.2924 2.9356 -3.2212 -0.69 0.43 4.03
H -0.9898 -2.1022 4.1202 -4.76 0.67 -0.20
H 0.1957 -1.8518 4.6280 3.04 2.49 3.31
O -0.1461 -2.3886 3.9986 1.73 -3.28 -2.86
H -5.0347 -2.5033 3.4941 1.84 0.42 -1.90
O -4.2926 -2.3938 2.7944 -0.98 -2.01 3.36
H -0.2914 -2.5828 -0.4171 0.10 0.58 -2.54
O -0.2319 -2.7402 0.4871 -5.25 -3.22 0.28
H 2.3088 5.8125 -1.0103 -2.03 -4.44 0.53
H 1.2621 4.6607 -0.5871 -13.58 -1.33 8.09
O 1.9432 4.7846 -0.9811 16.63 5.95 -9.01
H -0.1443 -4.4647 -5.0421 1.58 0.84 -3.47
H -0.1003 -4.0855 -3.6061 0.65 0.94 0.94
O -0.4993 -4.6564 -4.2356 -2.14 -1.62 2.56
H 1.7497 2.8372 0.4847 -0.79 -1.17 3.29
H 1.8096 3.3214 2.0401 -1.65 -2.62 -2.32
O 1.4676 2.4947 1.4546 1.22 4.90 -2.34
H -0.2799 1.7621 -1.3330 -0.63 0.25 0.10
H -0.9832 2.4182 -2.5519 -0.18 -0.27 0.22
O -0.2092 2.5031 -1.9742 0.10 0.13 -0.72
H -2.6104 1.6131 -4.9717 0.65 1.13 2.89
O -2.1556 1.7396 -4.0349 -2.03 -2.34 -3.04
H -2.2140 1.9837 2.8588 1.44 2.13 -2.80
H -2.4538 1.6775 1.4316 1.80 2.84 0.73
O -1.9048 2.4641 1.9128 -2.97 -5.13 2.23
H -4.6281 1.8701 2.2028 -0.17 -1.21 0.15
H -4.7370 0.2926 2.6333 -0.54 -0.11 -0.94
O -4.3675 1.1488 2.8086 0.84 1.46 0.88
H -1.1637 -1.2897 -3.4558 -0.69 -0.67 -1.17
H -1.2160 -2.3258 -4.5957 0.14 -0.02 -0.16
O -1.6803 -1.5510 -4.2664 0.44 0.94 1.24
H -0.7644 2.3234 -5.6734 2.37 -1.79 1.45
H -0.0723 2.0287 -4.3648 0.31 1.56 3.66
O -0.0792 1.6985 -5.2020 -0.85 0.29 -5.97
H 2.0173 -0.9276 0.9804 0.26 -2.31 0.37
H 1.3580 0.3599 1.5981 2.47 -1.03 -1.83
O 2.0467 -0.0070 0.8788 -2.13 2.81 1.32
H 4.2719 -1.7079 3.1469 -0.08 -0.10 -0.20
H 5.3053 -2.7504 3.5539 -0.11 0.01 -0.31
O 4.6399 -2.5688 2.8728 0.38 0.34 0.67
H -4.2516 5.2066 1.5179 -3.43 0.69 -1.59
O -3.5442 4.9188 2.0052 -0.15 -2.35 2.95
H -2.3701 -2.8607 -2.1173 -1.43 0.86 -0.42
H -1.4096 -3.8178 -1.6715 0.37 1.55 0.31
O -1.5214 -2.8198 -1.7069 0.65 -2.46 -0.12
H -0.6086 -0.8888 2.6580 2.34 -0.12 2.56
O -1.2595 -0.8416 2.0237 -1.55 -1.41 -4.44
H -0.5430 3.6480 0.3596 0.13 1.06 -0.90
H -0.5249 4.2704 -1.0320 -1.76 -1.89 -6.13
O -0.3311 4.4439 -0.2040 0.43 0.91 8.05
H -0.8523 0.7371 0.6661 0.36 0.85 2.99
H -0.8108 -0.2616 -0.2980 0.16 -0.95 -0.65
O -1.0887 0.6435 -0.2202 -0.07 -0.11 -2.67
H 4.8014 -0.0960 -3.0234 1.77 -0.89 -2.21
H 5.3487 0.5932 -4.2453 0.19 2.31 -1.22
O 5.2979 -0.2683 -3.9213 -1.91 -1.42 3.41
H 0.6897 5.0524 3.8065 0.73 0.95 -0.71
H 1.1004 6.0097 2.6078 0.21 -0.68 0.95
O 1.4646 5.5297 3.3865 -0.66 -0.24 -0.41
H -3.7180 -3.1853 0.2807 -0.46 -0.89 0.76
H -5.0558 -3.1922 -0.7532 1.41 -0.20 1.30
O -4.1563 -2.8762 -0.5024 -0.78 0.90 -2.12
H -4.4439 -0.8145 0.0617 -0.24 -0.15 -0.56
H -5.9870 -0.6372 0.0263 -2.73 -0.86 -2.27
O -5.2347 -0.4913 0.5007 2.67 1.04 3.18
H 4.7492 -0.2389 5.1046 -2.76 0.96 -1.63
H 3.6502 0.9372 4.9051 0.66 -1.60 -0.85
O 3.8931 0.0232 4.5473 2.20 0.38 2.50
H -0.1828 4.2914 -3.1531 -0.50 2.09 -2.57
H 0.2763 5.6237 -3.7691 1.50 1.56 0.31
O -0.3588 4.9716 -3.9420 -0.88 -3.73 2.31
H -2.8617 -5.6047 0.1216 -0.42 0.08 0.12
H -1.9217 -6.5911 -0.5807 -3.23 1.21 -0.62
O -2.8821 -6.1599 -0.6766 3.59 -1.41 0.14
H 1.2989 0.7704 4.0268 0.36 -0.36 4.14
H 0.0095 1.2950 3.0185 1.93 -0.67 1.72
O 0.9253 0.9003 3.2190 -2.72 0.60 -4.98
H 1.3477 1.1248 -1.8960 -3.70 6.63 3.41
O 1.7504 0.5345 -2.3495 2.18 -8.82 2.67
H 1.5151 -2.5186 -1.0993 -0.14 -1.48 -1.60
H 1.7339 -4.0151 -1.7898 -1.53 3.22 0.04
O 1.1910 -3.1114 -1.8607 2.38 -1.74 1.22
H -2.9102 5.4279 1.6115 3.51 1.75 -1.32
H -4.6038 -1.7844 2.1662 -0.93 1.41 -1.56
H -0.9481 -1.6096 1.3422 -1.51 2.00 2.12
H 0.4411 -2.4168 0.9349 5.62 2.30 2.76
H -1.6449 0.8961 -4.2180 -0.20 0.94 0.95
H 2.0528 0.5810 -3.1572 1.85 1.75 -6.29
O 3.6003 2.2768 2.7943 -1.02 -2.13 0.69
H 2.8708 1.5530 2.7826 1.97 1.35 -0.50
H 3.0299 3.0032 3.0179 0.28 0.88 0.46
O 2.7859 -2.1682 -4.1392 -0.46 1.61 2.96
H 2.1266 -2.1616 -3.3469 1.51 -0.29 -1.71
H 3.3831 -1.4027 -3.8712 -0.64 -1.51 -0.87
O 2.2334 -4.3164 3.2934 -0.65 2.33 -6.38
H 2.8648 -3.7126 3.5610 2.07 2.08 0.59
H 2.0714 -4.8543 3.9338 -1.66 -5.11 6.41
O 4.7859 -0.8737 -1.1319 0.62 -0.34 0.64
H 5.2577 -0.9469 -0.2881 0.25 -0.61 -0.30
H 4.3636 -0.0525 -0.9293 -1.26 1.02 -0.07
O 0.9909 -2.2041 -6.0623 -4.83 -1.58 -4.09
H 1.2970 -1.3767 -6.2688 1.56 2.76 0.06
H 1.3666 -2.6309 -5.3825 2.99 -1.23 3.63
O -3.4881 1.1978 -1.1088 4.63 1.48 12.98
H -4.0428 1.3296 -1.6626 -10.12 2.06 -11.39
H -2.7584 0.7492 -1.2395 5.33 -3.28 -1.64
O -1.8235 0.9463 4.6520 3.96 1.07 1.31
H -1.5107 0.7394 5.5772 -0.47 0.29 -1.29
H -2.6778 0.6532 4.5795 -3.57 -1.33 -0.21